# 1
Density functional theory data (ωB97M-V with the def2-TZVPD basis set) for an isolated molecule of C20H25N3O3S in a non-equilibrium geometry.

Cartesian coordinates (Å):
C  -2.4203  0.7231  0.1969
H  3.4882  2.5112  -0.1194
H  6.4635  -0.9239  -1.2383
H  -6.9416  -1.3462  -0.8685
C  -3.5984  3.5768  0.1096
C  4.9518  -0.0637  2.1012
O  -3.6448  -1.2636  -0.6359
H  -2.7392  2.7623  1.9337
H  -4.5033  2.6279  1.8238
H  -4.9046  -3.4630  -0.0300
C  1.2221  1.4653  -0.2267
C  3.1827  -2.0296  1.4542
C  4.6355  1.1265  -1.0712
O  -3.5494  1.2262  0.7975
H  0.7221  -0.8950  -1.4124
H  -1.0747  2.2837  0.7709
S  3.5508  -1.4826  -1.1998
C  -4.9427  -0.7439  -0.4038
C  4.3500  -0.7738  3.1239
C  5.9862  -0.6599  -2.1789
C  3.4460  -1.7768  2.7840
H  -4.4619  3.3968  -0.5261
O  5.6506  1.7693  -0.9232
H  -6.1874  -2.8140  0.9948
C  4.5820  -0.1449  -1.9087
H  -6.5971  -3.7919  -0.4172
C  -0.0428  0.7790  -0.3234
H  -1.4917  -2.0210  -1.5387
C  -5.9076  -3.0453  -0.0307
H  -3.6630  4.5829  0.5148
C  3.8463  -1.2520  0.5033
C  -3.5741  2.5638  1.2503
C  -0.1549  -0.4505  -0.9723
N  3.4322  1.6501  -0.6714
H  -5.7033  -2.0442  -1.9235
H  2.9515  -2.3501  3.5547
C  -2.5290  -0.5111  -0.4780
N  2.2675  1.0067  -0.7913
H  -5.0918  -0.5455  0.6629
N  4.7042  -0.3003  0.8253
H  4.0657  0.1004  -2.8426
C  -1.1815  1.3416  0.2554
H  -2.7012  3.4971  -0.4997
H  5.6626  0.7299  2.2889
C  -5.9440  -1.7884  -0.8904
H  2.4871  -2.7898  1.1381
C  -1.3788  -1.0717  -1.0391
H  6.5768  0.1207  -2.6519
H  -5.0763  0.1927  -0.9579
H  4.5763  -0.5530  4.1547
H  5.9525  -1.5334  -2.8249
H  1.2512  2.3954  0.3573

Properties
Total charge   0
Total energy   -1565.243981 Ha
ΔE to the lowest compared entry with this formula, charge and spin   361.4 kJ/mol
SMILES   CCCOc1ccc(/C=N/NC(=O)[C@@H](C)Sc2ccccn2)cc1OCC

The computed Mulliken charges, all in e, follow:
1. C 1.16
2. H 0.28
3. H 0.28
4. H 0.35
5. C -1.10
6. C -0.36
7. O -0.38
8. H 0.33
9. H 0.41
10. H 0.28
11. C -0.33
12. C -0.79
13. C -0.07
14. O -0.44
15. H 0.44
16. H 0.30
17. S -0.21
18. C -0.38
19. C -0.67
20. C -1.38
21. C -0.25
22. H 0.30
23. O -0.68
24. H 0.30
25. C 0.38
26. H 0.36
27. C -0.14
28. H 0.44
29. C -1.13
30. H 0.39
31. C 0.76
32. C -0.50
33. C -0.78
34. N -0.16
35. H 0.31
36. H 0.40
37. C 0.28
38. N 0.08
39. H 0.31
40. N -0.22
41. H 0.51
42. C -0.27
43. H 0.35
44. H 0.43
45. C -0.58
46. H 0.40
47. C -0.79
48. H 0.39
49. H 0.31
50. H 0.40
51. H 0.37
52. H 0.31

# 2
Density functional theory data (ωB97M-V with the def2-TZVPD basis set) for a cluster of 2 separate species, C24H15F3NO4S in total in a non-equilibrium geometry.

Cartesian coordinates (Å):
C  -1.8412  -0.9935  -1.1688
C  2.6063  -3.3936  -1.8525
H  -4.3225  -3.7497  -2.4287
H  -3.4057  0.4275  -1.6743
C  1.8818  -2.3571  -1.2466
C  -1.4216  1.1574  1.4984
H  0.8609  -2.5056  -0.8967
H  4.0956  0.1850  -1.6513
F  -2.0906  0.6899  6.6171
C  -3.1255  -0.6305  -1.6347
C  -0.0829  3.9409  -0.6885
H  2.3502  3.5422  1.6989
C  1.1778  4.0579  -0.0809
H  1.9270  4.6906  -0.5652
H  -2.0809  3.0932  -0.4735
H  0.1224  -0.8824  0.7258
C  -1.0563  3.1159  -0.1187
H  -2.1603  -4.3622  -1.3041
O  -0.7892  0.9484  -1.9200
C  2.3694  -1.0483  -1.1956
C  -1.6155  -2.3319  -0.8769
S  -1.6289  0.4572  4.0659
C  4.4580  -1.8693  -2.2011
H  5.4789  -1.6713  -2.5437
C  3.8943  -3.1462  -2.3617
H  -4.9760  -1.3360  -2.4691
O  1.5714  1.2176  3.3768
C  3.6900  -0.8309  -1.6503
F  -0.0775  1.3916  6.0477
C  1.4078  3.4430  1.1518
F  -1.7998  2.7132  5.6888
O  -2.4360  0.5924  1.1150
O  2.1037  1.2410  -0.7497
H  -0.2511  4.4027  -1.6584
C  0.6257  1.4847  2.6668
C  -1.3755  1.4220  5.6868
C  -2.4587  -3.3191  -1.4067
C  -3.6571  -2.9783  -2.0354
C  0.2504  -0.1152  -0.0465
C  -0.7540  0.0376  -1.0804
H  4.4823  -3.9701  -2.7622
N  -0.6693  0.8428  2.6792
H  2.1326  -4.3811  -1.9379
C  -0.7366  2.3478  0.9877
H  -0.7441  -2.5861  -0.2777
C  1.5885  0.1240  -0.5868
C  0.4913  2.5065  1.6070
C  -4.0096  -1.6148  -2.0691

Properties
Total charge   -1
Total energy   -1977.074242 Ha
ΔE to the lowest compared entry with this formula, charge and spin   101.7 kJ/mol

The computed Mulliken charges, all in e, follow:
1. C 0.31
2. C -0.73
3. H 0.36
4. H 0.31
5. C 0.33
6. C 0.39
7. H -0.01
8. H 0.37
9. F -0.22
10. C -0.60
11. C -0.39
12. H 0.40
13. C -0.47
14. H 0.37
15. H 0.40
16. H 0.69
17. C -0.75
18. H 0.35
19. O -0.74
20. C 0.29
21. C -0.16
22. S -0.15
23. C -0.55
24. H 0.34
25. C -0.34
26. H 0.37
27. O -0.64
28. C -0.56
29. F -0.21
30. C -0.35
31. F -0.22
32. O -0.66
33. O -0.63
34. H 0.37
35. C 0.06
36. C 0.69
37. C -0.87
38. C -0.36
39. C 0.10
40. C 0.90
41. H 0.35
42. N 0.29
43. H 0.35
44. C 0.58
45. H 0.60
46. C -0.65
47. C 0.30
48. C -0.59

# 3
Density functional theory data (ωB97M-V with the def2-TZVPD basis set) for a structure of composition C37H32AlAsN8O6S.

Cartesian coordinates (Å):
C  3.0135  0.6704  1.9236
H  -1.1563  -6.1670  -3.6817
H  2.8168  4.2989  0.8361
H  2.1802  7.1152  0.9122
C  -1.6664  1.8894  -1.8942
H  -6.1805  2.3094  2.4517
C  1.5051  5.5003  -0.3327
H  -3.9277  -6.2258  0.7958
C  0.5838  -2.5283  1.0396
C  2.4838  -0.0385  0.8525
C  1.6449  -0.3950  -2.8977
C  0.0711  -4.7357  0.2834
H  -0.1358  -5.7773  0.4765
H  3.3565  6.5927  -0.2946
O  -1.7785  -1.6578  3.0728
H  0.7902  -5.1520  -2.8312
C  2.2943  6.7646  -0.1156
H  -3.0580  3.0759  -0.7892
S  -2.9511  -1.2768  -0.4377
O  -2.5692  -2.3103  0.4984
C  0.3678  5.4728  -1.1316
H  0.8375  -1.8370  1.8315
C  -3.8783  -0.0620  0.4728
H  -5.8436  -5.6563  -2.7786
O  -1.4491  0.9179  3.8286
N  -5.0061  -5.9391  -0.9270
H  2.6661  -1.0557  0.5577
C  -3.9511  2.2830  -2.5697
H  2.3862  -0.3326  -4.9907
H  -1.1887  4.3116  -1.9984
C  1.1904  3.1286  0.0851
C  -3.8583  -6.0313  -0.2692
C  0.2513  -2.8752  -1.1901
N  -0.6018  1.9066  -0.9789
C  1.6169  -0.1290  -4.2682
Al  -0.1801  0.0998  -0.3840
C  0.0415  3.0885  -0.7319
C  -5.9189  1.1836  0.6481
H  2.4173  -0.8525  -2.3031
H  -3.6272  -5.4630  -3.9460
N  0.5040  -2.0091  -0.1908
N  -0.2490  0.5181  -3.3035
N  1.7133  1.9558  0.6958
C  0.3599  -3.8628  1.3164
H  -5.3833  -0.0849  -1.0214
H  -0.0463  0.8573  -5.3875
C  -0.3331  4.3030  -1.3390
O  -3.7763  -1.6980  -1.5346
C  -4.3057  1.2693  2.4277
H  -4.6219  0.9654  -5.6165
C  2.4862  1.9385  1.7936
O  -1.7377  -0.5942  -0.9930
C  -1.5173  1.1083  -3.0495
H  3.6563  0.3085  2.7052
C  -4.9083  -5.7313  -2.2347
As  -1.7669  0.0006  2.5411
C  -0.1152  -5.0889  -2.2351
H  0.4087  -4.2054  2.3403
H  -5.6294  2.0691  -4.6644
C  -2.5675  0.8926  -3.9252
C  0.0540  -4.2455  -1.0155
C  -3.6905  -5.6387  -2.8814
C  -1.2131  -5.6785  -2.7153
C  -2.5489  -5.7390  -2.0939
N  1.6849  0.7387  0.1145
C  -2.9062  2.4835  -1.6833
C  -3.4746  0.4104  1.7205
C  0.3879  0.4575  -4.4886
H  -2.4265  0.2273  -4.7696
C  -4.9655  1.2070  -4.6113
H  0.0379  6.3814  -1.6214
O  -0.6184  0.1762  1.3128
N  -2.6385  -5.9508  -0.7794
H  -2.0225  -2.2018  2.3019
H  -6.8739  1.4788  0.2340
H  -4.9117  2.7434  -2.3697
N  0.5133  -0.0007  -2.3271
H  0.2189  -2.4636  -2.1886
C  -3.8039  1.4784  -3.6953
H  2.6022  2.7982  2.4274
C  -5.0994  0.3198  -0.0601
H  1.9538  7.5565  -0.7806
C  -5.5275  1.6506  1.8946
H  -5.5438  0.3562  -4.2431
H  -3.9708  1.6163  3.3980
C  1.9042  4.3116  0.2529

Properties
Total charge   0
Total energy   -5195.272310 Ha
ΔE to the lowest compared entry with this formula, charge and spin   177.5 kJ/mol

The computed Mulliken charges, all in e, follow:
1. C -1.56
2. H 0.44
3. H 0.54
4. H 0.30
5. C -1.21
6. H 0.42
7. C 0.37
8. H 0.44
9. C -0.16
10. C -0.60
11. C -0.29
12. C 0.16
13. H 0.47
14. H 0.35
15. O -0.74
16. H 0.45
17. C -1.53
18. H 0.60
19. S 1.88
20. O -1.01
21. C -1.38
22. H 0.46
23. C 0.17
24. H 0.40
25. O -0.84
26. N -0.59
27. H 0.81
28. C -0.90
29. H 0.46
30. H 0.34
31. C 0.43
32. C -0.14
33. C -0.61
34. N 0.86
35. C -1.60
36. Al 1.58
37. C 2.13
38. C -0.73
39. H 0.56
40. H 0.42
41. N 0.67
42. N 0.33
43. N -0.17
44. C -1.33
45. H 0.63
46. H 0.51
47. C -1.09
48. O -0.77
49. C -0.57
50. H 0.39
51. C -0.11
52. O -0.64
53. C -0.30
54. H 0.44
55. C -0.26
56. As 0.88
57. C -0.81
58. H 0.46
59. H 0.41
60. C -0.60
61. C -0.07
62. C -0.41
63. C -0.82
64. C 0.71
65. N 0.29
66. C 0.35
67. C -0.31
68. C -0.12
69. H 0.51
70. C -1.57
71. H 0.33
72. O -0.37
73. N -0.33
74. H 0.48
75. H 0.46
76. H 0.38
77. N 0.38
78. H 0.40
79. C 0.63
80. H 0.55
81. C -0.50
82. H 0.36
83. C -0.70
84. H 0.24
85. H 0.56
86. C -0.68

# 4
Density functional theory data (ωB97M-V with the def2-TZVPD basis set) for a cluster of 2 separate species, C4H8ClNO in total in a non-equilibrium geometry.

Cartesian coordinates (Å):
H  -2.8747  1.4390  0.9187
Cl  1.7780  1.3299  -0.7893
H  -0.7296  1.5784  -0.3182
C  -2.2330  0.6343  1.0872
C  2.5346  -1.2583  -0.1467
H  -2.8037  -0.2695  1.0360
O  -1.6999  -0.0520  -1.2982
H  -1.5241  0.9678  1.8774
H  2.1295  -2.1435  0.2039
N  0.2572  -0.5750  0.2451
C  -1.3420  0.6278  -0.1798
H  3.2796  -0.8975  0.5623
H  -1.2890  0.2930  -2.0581
C  1.4009  -0.3116  -0.1238
H  3.1162  -1.3628  -1.0165

Properties
Total charge   0
Total energy   -747.306937 Ha
ΔE to the lowest compared entry with this formula, charge and spin   240.6 kJ/mol

The computed Mulliken charges, all in e, follow:
1. H 0.36
2. Cl -0.31
3. H 0.38
4. C -1.07
5. C -1.08
6. H 0.35
7. O -0.45
8. H 0.27
9. H 0.33
10. N -0.58
11. C 0.16
12. H 0.28
13. H 0.36
14. C 0.67
15. H 0.35

# 5
Density functional theory data (ωB97M-V with the def2-TZVPD basis set) for an isolated molecule of C10H15NS in a non-equilibrium geometry.

Cartesian coordinates (Å):
C  -2.9829  -1.5835  0.7049
H  -0.0050  0.6107  -2.5045
H  -1.1174  1.5472  -1.4320
H  3.5480  -2.4001  1.6685
H  1.2085  2.7894  1.1646
C  -0.1054  1.4696  -1.8234
C  2.2411  -0.7615  0.9548
S  -2.2741  1.3188  1.0041
C  1.0366  2.7840  0.0506
C  2.5688  -2.0548  1.2700
H  0.2530  3.5363  -0.2064
C  -1.6454  -1.0928  0.0148
H  -3.4244  -2.3532  0.1811
N  0.9262  -0.5485  0.8833
H  1.8741  1.0073  -0.8844
H  2.8679  0.1194  1.0593
H  1.7037  -2.7358  1.1232
H  0.0024  -1.8051  -1.3679
C  0.8483  1.3564  -0.5706
H  0.1194  2.4366  -2.5794
C  -1.2279  0.2565  0.4177
C  -0.9160  -1.8967  -0.7612
H  -2.6890  -1.9391  1.7440
H  -3.6599  -0.7516  0.7638
H  -1.3909  -2.8200  -0.8584
C  0.2544  0.3472  0.3118
H  1.9863  3.1634  -0.3282

Properties
Total charge   0
Total energy   -842.835066 Ha
ΔE to the lowest compared entry with this formula, charge and spin   352.6 kJ/mol
SMILES   C=C/N=C(/C(=S)C(=C)C)C(C)C

The computed Mulliken charges, all in e, follow:
1. C -1.53
2. H 0.35
3. H 0.39
4. H 0.26
5. H 0.32
6. C -1.44
7. C -0.27
8. S -0.25
9. C -1.44
10. C -0.64
11. H 0.34
12. C 1.08
13. H 0.48
14. N -0.47
15. H 0.53
16. H 0.33
17. H 0.25
18. H 0.29
19. C 0.57
20. H 0.31
21. C -0.14
22. C -1.15
23. H 0.27
24. H 0.40
25. H 0.34
26. C 0.41
27. H 0.40